Record 1
The molecule C15H22N2O2 in a non-equilibrium geometry. Source: OMol25; level of theory: the ωB97M-V functional and the def2-TZVPD basis.

SMILES: C=CCc1ccccc1OC/C(CNC(C)C)=N\O
Net charge: 0
HOMO-LUMO gap: 9.41 eV
Energy relative to the best compared isomer or geometry (same formula, charge and spin): 584.1 kJ/mol
Max |F|: 4.157 eV/Å

```
41
C15H22N2O2, DFT the ωB97M-V functional and the def2-TZVPD basis
N 2.001 -2.321 -0.717
O 1.419 -3.211 0.216
O 1.491 -1.209 2.075
C -2.504 -1.841 0.670
C -2.451 -1.740 2.065
C 2.474 -1.278 -0.113
C 0.606 2.387 2.782
C -0.777 2.232 2.930
C 1.396 1.272 2.505
C -1.248 0.908 3.094
C 0.836 -0.073 2.532
C -0.500 -0.245 2.884
N 2.600 1.039 -0.867
C 2.751 -1.159 1.363
C -1.113 -1.637 2.783
C 3.141 -0.244 -0.988
C 0.962 2.864 -1.598
C 0.278 0.515 -1.249
C 1.431 1.340 -1.661
H 1.018 -2.789 0.950
H -3.429 -1.717 0.160
H -1.644 -2.007 0.053
H -3.338 -1.648 2.680
H 1.061 3.271 2.668
H -1.435 3.099 3.094
H 2.395 1.477 2.149
H -2.268 0.852 3.036
H 2.459 1.299 0.092
H 3.312 -2.033 1.617
H 3.394 -0.272 1.596
H -1.325 -2.016 3.753
H -0.530 -2.452 2.271
H 3.203 -0.586 -2.054
H 4.201 -0.071 -0.708
H 0.138 2.890 -2.434
H 0.550 3.196 -0.622
H 1.721 3.561 -1.885
H -0.553 1.105 -1.537
H 0.212 -0.501 -1.733
H 0.137 0.481 -0.177
H 1.632 1.115 -2.775
```

Results of the Löwdin charge analysis, in e, for atoms 1 through 5: number 1, N, carries 0.0982; number 2, O, carries -0.0563; number 3, O, carries -0.0856; number 4, C, carries 0.0436; number 5, C, carries -0.1392

Record 2
The molecule C15H22N2O2 in a non-equilibrium geometry. Source: OMol25; level of theory: the ωB97M-V functional and the def2-TZVPD basis.

SMILES: CN1CCOc2cc(COC3CCCCC3)cnc21
Net charge: 0
HOMO-LUMO gap: 8.56 eV
Energy relative to the best compared isomer or geometry (same formula, charge and spin): 160.2 kJ/mol
Max |F|: 1.945 eV/Å

```
41
C15H22N2O2, DFT the ωB97M-V functional and the def2-TZVPD basis
N 3.141 0.762 -0.096
O 0.452 2.720 -1.650
O -0.320 0.669 3.146
C 2.631 0.616 1.127
C 2.475 1.464 -1.016
C 0.688 1.929 0.591
C 1.212 2.024 -0.693
C 1.437 1.245 1.511
N 3.084 1.592 -2.289
C 1.024 1.157 2.947
C 4.528 1.371 -2.444
C 0.912 2.552 -2.999
C 2.424 2.638 -3.110
C -2.810 -1.305 1.452
C -1.480 -1.024 0.798
C -2.909 -0.643 2.889
C -0.339 -1.378 1.742
C -1.782 -1.107 3.770
C -0.449 -0.764 3.174
H 3.190 0.060 1.892
H -0.242 2.386 0.824
H 0.981 2.199 3.327
H 1.774 0.594 3.559
H 4.712 0.318 -2.511
H 4.929 1.823 -3.361
H 5.096 1.750 -1.606
H 0.453 3.364 -3.620
H 0.573 1.581 -3.338
H 2.672 2.483 -4.142
H 2.765 3.635 -2.814
H -3.624 -0.968 0.823
H -2.960 -2.359 1.541
H -1.302 -1.627 -0.119
H -1.424 0.020 0.548
H -2.908 0.450 2.812
H -3.809 -0.912 3.408
H -0.284 -2.448 1.799
H 0.604 -1.082 1.297
H -1.877 -2.183 3.911
H -1.872 -0.668 4.782
H 0.329 -1.239 3.837
```

Results of the Löwdin charge analysis, in e, for atoms 1 through 5: number 1, N, carries 0.1289; number 2, O, carries -0.0523; number 3, O, carries -0.1128; number 4, C, carries -0.1002; number 5, C, carries -0.2197

Record 3
The molecule C15H22N2O4. Source: OMol25; level of theory: the ωB97M-V functional and the def2-TZVPD basis.

SMILES: O=C([C@H](CO)NC(=O)[C@H]1C[C@@]2(C1)C[C@]21CC1)N1CCCO1
Net charge: 0
HOMO-LUMO gap: 9.90 eV
Energy relative to the best compared isomer or geometry (same formula, charge and spin): 527.0 kJ/mol
Max |F|: 0.377 eV/Å

```
43
C15H22N2O4, DFT the ωB97M-V functional and the def2-TZVPD basis
O -0.010 0.965 0.971
C -0.497 0.049 0.326
N 0.273 -0.841 -0.347
C 1.706 -0.705 -0.400
C 2.336 -1.226 0.895
O 3.677 -0.765 0.970
C 2.174 -1.498 -1.623
O 1.446 -2.300 -2.170
N 3.497 -1.340 -1.929
C 4.148 -0.027 -2.053
C 5.485 -0.382 -2.720
C 5.295 -1.858 -3.089
O 3.886 -2.067 -3.074
C -1.986 -0.172 0.246
C -2.714 -0.285 1.616
C -3.741 0.719 1.102
C -2.835 1.090 -0.067
C -5.236 0.488 1.018
C -4.662 1.568 1.860
C -4.769 2.057 3.250
C -4.852 3.017 2.071
H -0.126 -1.547 -0.948
H 1.965 0.354 -0.486
H 1.740 -0.826 1.717
H 2.288 -2.320 0.909
H 4.025 -0.975 1.841
H 3.553 0.633 -2.691
H 4.263 0.411 -1.067
H 5.648 0.236 -3.600
H 6.328 -0.247 -2.044
H 5.636 -2.116 -4.089
H 5.769 -2.514 -2.354
H -2.232 -1.004 -0.413
H -3.074 -1.275 1.894
H -2.100 0.129 2.417
H -2.263 1.999 0.126
H -3.288 1.136 -1.057
H -5.736 0.766 0.097
H -5.639 -0.388 1.513
H -5.682 1.858 3.797
H -3.868 2.081 3.849
H -4.008 3.673 1.898
H -5.818 3.449 1.843
```

Results of the Löwdin charge analysis, in e, for atoms 1 through 5: number 1, O, carries 0.0636; number 2, C, carries -0.4496; number 3, N, carries 0.1139; number 4, C, carries -0.2061; number 5, C, carries -0.1810

Record 4
The molecule C15H22N2O4 in a non-equilibrium geometry. Source: OMol25; level of theory: the ωB97M-V functional and the def2-TZVPD basis.

SMILES: CC[C@H](C)[C@H](NC(=O)[C@@H](N)Cc1ccc(O)cc1)C(=O)O
Net charge: 0
HOMO-LUMO gap: 9.00 eV
Energy relative to the best compared isomer or geometry (same formula, charge and spin): 628.6 kJ/mol
Max |F|: 7.647 eV/Å

```
43
C15H22N2O4, DFT the ωB97M-V functional and the def2-TZVPD basis
C -1.298 -1.437 -0.376
C 0.068 -2.070 -0.634
C -1.185 0.141 -0.249
C -1.472 0.999 -1.277
C -0.750 1.141 -2.444
C -2.400 1.975 -1.021
C -1.011 1.901 -3.598
C -2.683 2.870 -2.056
C -2.052 2.793 -3.274
C 1.155 -0.902 1.409
C 1.436 0.492 1.085
C 1.966 -1.719 2.551
C 3.346 -2.350 1.987
C 2.110 -0.875 3.851
C 0.786 -0.460 4.478
H -2.714 -1.723 1.281
H -1.865 -3.062 0.668
H -2.023 -1.714 -1.131
H -0.217 0.260 0.185
H -1.708 0.285 0.734
H -0.043 0.315 -2.604
H -3.106 1.687 -0.205
H -0.130 1.998 -4.314
H -3.117 3.863 -2.216
H -2.076 3.876 -4.896
H 2.009 -1.464 -0.264
H 0.224 -1.218 1.754
H 1.338 -2.639 2.701
H 4.000 -1.423 2.000
H 3.685 -3.079 2.690
H 3.331 -2.855 1.016
H 2.690 0.082 3.811
H 2.654 -1.596 4.585
H 0.046 0.020 3.789
H 0.850 0.099 5.523
H 0.043 -1.416 4.685
H 3.200 1.265 0.270
N -1.720 -2.057 0.972
N 1.159 -1.617 0.143
O 0.260 -3.072 -1.305
O -2.623 3.554 -4.223
O 0.886 1.471 1.522
O 2.572 0.442 0.197
```

Results of the Löwdin charge analysis, in e, for atoms 1 through 5: number 1, C, carries -0.2187; number 2, C, carries -0.3906; number 3, C, carries -0.1464; number 4, C, carries -0.2957; number 5, C, carries -0.0338

Record 5
A structure of composition C15H22N3O5SeTi in a non-equilibrium geometry. Source: OMol25; level of theory: the ωB97M-V functional and the def2-TZVPD basis.

Multiplicity: 3
Net charge: +1
HOMO-LUMO gap (alpha / beta): 6.04 / 7.37 eV
Energy relative to the best compared isomer or geometry (same formula, charge and spin): 232.8 kJ/mol
Max |F|: 1.685 eV/Å

```
47
C15H22N3O5SeTi, DFT the ωB97M-V functional and the def2-TZVPD basis
Ti -0.008 0.787 0.012
C -1.138 1.814 2.341
C -2.371 1.438 1.421
O -2.050 0.956 0.067
C -2.327 1.733 -1.150
C -1.426 1.253 -2.351
O -0.032 0.896 -2.017
C 1.138 1.722 -2.340
C 2.364 1.336 -1.420
O 2.039 0.910 -0.049
C 2.329 1.727 1.140
C 1.421 1.306 2.357
O 0.022 0.969 2.030
H -1.416 1.629 3.377
H -0.859 2.854 2.206
H -3.011 2.316 1.345
H -2.932 0.625 1.874
H -2.166 2.785 -0.936
H -3.367 1.561 -1.427
H -1.417 2.039 -3.103
H -1.838 0.344 -2.780
H 0.874 2.767 -2.215
H 1.410 1.523 -3.376
H 3.037 2.191 -1.379
H 2.890 0.488 -1.851
H 2.184 2.772 0.887
H 3.367 1.549 1.422
H 1.429 2.117 3.083
H 1.814 0.404 2.816
Se -0.007 5.889 0.023
C 0.004 4.120 -0.006
N 0.009 2.946 -0.019
N 0.441 -6.331 -0.622
C -0.209 -5.574 0.292
O -0.855 -6.055 1.199
C -0.109 -4.077 0.156
C 0.566 -3.402 -0.851
C 0.583 -2.023 -0.871
N -0.036 -1.258 0.059
C -0.693 -1.930 1.040
C -0.748 -3.302 1.113
H 0.375 -7.331 -0.527
H 0.992 -5.953 -1.368
H 1.090 -3.916 -1.646
H 1.099 -1.497 -1.663
H -1.179 -1.325 1.792
H -1.285 -3.791 1.914
```

Results of the Löwdin charge analysis, in e, for atoms 1 through 5: number 1, Ti, carries 0.8422; number 2, C, carries -0.0940; number 3, C, carries -0.0688; number 4, O, carries -0.2599; number 5, C, carries -0.0993

Record 6
The molecule C15H22N6OS in a non-equilibrium geometry. Source: OMol25; level of theory: the ωB97M-V functional and the def2-TZVPD basis.

SMILES: [H]/N=C(\CCSCc1ccc2nc(CN(C)C)[nH]c2c1)NC(N)=O
Net charge: 0
HOMO-LUMO gap: 8.86 eV
Energy relative to the best compared isomer or geometry (same formula, charge and spin): 65.4 kJ/mol
Max |F|: 4.548 eV/Å

```
45
C15H22N6OS, DFT the ωB97M-V functional and the def2-TZVPD basis
O 3.833 -0.501 -4.082
N -1.728 0.588 3.157
N 1.239 0.983 -1.162
S 3.625 -2.556 0.808
C 3.318 0.595 -3.954
C -2.410 0.774 2.032
C 2.211 0.388 -1.790
C 0.151 -0.962 3.660
C 1.046 -1.894 3.162
C 0.016 -1.678 0.952
C -0.795 -0.372 2.822
C -0.828 -0.720 1.479
C 0.986 -2.265 1.789
N 3.461 1.374 -5.046
N 2.599 1.047 -2.896
N -1.868 0.032 0.983
N -4.107 1.787 0.475
C 1.988 -3.271 1.256
C -3.484 2.714 -0.465
C -4.853 0.665 -0.108
C -3.584 1.676 1.856
C 3.346 -0.828 0.215
C 2.786 -0.904 -1.239
H 0.938 0.548 -0.269
H 0.212 -0.537 4.643
H 1.856 -2.299 3.768
H 0.005 -1.987 -0.096
H 2.664 1.999 -5.307
H 3.926 0.864 -5.778
H 2.269 2.012 -2.942
H -2.175 0.186 0.020
H 2.194 -4.050 2.002
H 1.548 -3.804 0.358
H -2.589 2.257 -0.879
H -3.173 3.614 0.075
H -4.148 3.014 -1.287
H -4.244 -0.208 -0.326
H -5.634 0.408 0.589
H -5.292 0.932 -1.046
H -4.442 1.309 2.459
H -3.333 2.646 2.260
H 2.616 -0.296 0.822
H 4.262 -0.283 0.213
H 1.997 -1.692 -1.289
H 3.594 -1.302 -1.897
```

Results of the Löwdin charge analysis, in e, for atoms 1 through 5: number 1, O, carries 0.0459; number 2, N, carries 0.1636; number 3, N, carries 0.1271; number 4, S, carries 0.8458; number 5, C, carries -0.6151